12 unconnected molecules or ions with the total composition C15H54N2O14Si at a distorted geometry. Source: the Open Molecules 2025 dataset; level of theory: ωB97M-V/def2-TZVPD.

XYZ file:
```
86
C15H54N2O14Si | the Open Molecules 2025 dataset | ωB97M-V/def2-TZVPD
Si -1.0623 -1.6937 -2.0040
O 1.5368 -4.3405 -4.4493
O -3.3882 3.0251 2.0708
O -4.8902 -3.1800 -4.7612
O -2.5858 0.2161 -8.1686
O -2.5782 3.7920 5.0813
O -3.6174 -2.4921 -1.1107
O 2.6035 -6.9803 -7.0455
O -1.6690 6.0952 6.5788
O 6.0206 2.0595 8.4426
O 2.7403 -1.8691 -2.4987
O 3.0552 1.6887 1.0733
O 6.3269 1.5360 3.7887
O -5.0602 -1.4801 -2.2753
O -4.0477 -0.2852 1.5497
N 1.9686 -2.5673 -0.5097
N -4.1930 -1.2943 -1.4966
C -3.3446 3.9439 0.9857
C 1.4740 -0.2631 -1.3990
C -2.1951 -0.8444 -9.0355
C 3.1994 -6.0867 -7.9792
C -0.4274 5.7820 7.2094
C 6.2695 2.2621 5.0183
C 2.1126 -1.6242 -1.5257
C 1.7120 -3.4035 -5.5038
C -0.1001 -0.1937 -1.3910
C 4.2355 1.3000 1.7896
C -4.3693 -2.3357 -5.7770
C -5.4395 -0.5841 1.5682
C -3.1297 2.8152 5.9571
C -2.2800 -2.2286 -0.6121
C 5.3594 1.0879 9.2496
H 4.3239 1.3807 9.4396
H 1.6815 -3.8596 -3.6286
H 3.6303 -6.6787 -8.7825
H -0.3637 0.6286 -2.0370
H -2.3547 -1.4249 0.1064
H 5.8798 0.9548 10.2011
H 2.7288 -3.0047 -5.4810
H 5.3841 2.8930 4.9969
H -3.9391 0.6005 1.9161
H -1.9088 -1.3771 -3.1707
H -2.6682 -0.7244 -10.0136
H 2.9467 2.6372 1.1919
H 1.1776 -2.2940 0.0725
H 1.8019 0.1702 -0.4577
H 3.9907 -5.5066 -7.4966
H -2.3441 4.3719 0.8821
H -1.8232 7.0400 6.6781
H -5.9908 0.1378 0.9596
H -5.1471 -1.6657 -6.1586
H 4.3660 0.2289 1.6576
H -0.4455 0.0950 -0.4117
H -4.1659 3.0573 6.2069
H 7.1130 0.9812 3.8188
H -4.0693 4.7494 1.1307
H -3.1658 3.5103 2.8747
H -3.1039 1.8544 5.4488
H 2.2241 -6.4541 -6.3318
H -0.2153 -2.8663 -2.2948
H 5.3665 0.1459 8.7082
H 2.4454 -5.4129 -8.3967
H 0.9943 -2.5852 -5.3997
H -1.1159 -0.8116 -9.1570
H -5.2023 -2.6152 -4.0446
H 6.2013 1.5821 5.8674
H 5.1089 1.8192 1.3957
H -3.5426 0.1691 -8.0748
H -5.8266 -0.5666 2.5904
H -2.5424 2.7468 6.8769
H -1.9293 -3.1134 -0.1165
H 1.8642 0.3727 -2.1686
H -2.6026 4.6433 5.5396
H 1.5443 -3.9055 -6.4546
H -4.0115 -2.9649 -6.5889
H -0.2565 4.7156 7.0924
H 6.0125 2.8924 8.9249
H -0.4645 6.0249 8.2734
H 4.1298 1.5185 2.8477
H 7.1548 2.8930 5.1285
H -2.4745 -1.8110 -8.6079
H -5.5813 -1.5799 1.1545
H 0.3918 6.3281 6.7376
H -3.5942 3.4028 0.0763
H -3.5338 -1.7448 -5.3899
H 1.6845 -3.4355 -0.9521
```

As for the orbital gap: 0.36885 Eh. The multiplicity is 1.

Results of the Mulliken charge analysis, in e, for atoms 1 through 8: 0.31 -0.51 -0.40 -0.51 -0.50 -0.49 -0.19 -0.52

A molecular structure, C15H60F4Mn2N30O19P2 at a distorted geometry. Source: the Open Molecules 2025 dataset; level of theory: ωB97M-V/def2-TZVPD.

XYZ file:
```
132
C15H60F4Mn2N30O19P2 | the Open Molecules 2025 dataset | ωB97M-V/def2-TZVPD
Mn 1.5233 -1.5592 2.2829
Mn -3.4527 0.7983 1.6651
P -1.4875 -1.0069 3.9993
P -0.6865 -0.2622 -0.1452
F -0.7383 -0.8602 -1.6773
F -1.0746 -0.1256 5.3297
F -2.3320 -2.2864 4.6557
F 0.0231 1.1853 -0.4750
O -2.0218 2.2465 1.9214
O 1.0304 5.1491 -0.8016
O 0.3569 -1.0002 0.6951
O 5.8624 0.7290 2.4407
O -4.7672 -0.6608 1.1539
O 3.8730 1.5978 -2.9248
O 2.7439 -1.8462 4.0023
O -4.3239 1.9824 -0.4637
O 3.1710 -1.5591 1.0234
O -2.5545 -0.2316 3.1896
O 2.0249 -3.3776 -2.1965
O -4.9802 1.6445 2.6840
O 1.5710 0.5620 2.5285
O 1.3321 -3.5250 1.8026
O -1.7664 -2.7762 1.3461
O -3.8221 -1.1997 -3.3590
O -0.1970 -1.4720 3.3796
O -0.3451 3.0681 -4.8725
O -2.0624 0.0713 0.3649
N 0.0801 5.5206 -2.7591
N -1.5243 -4.4851 0.0645
N 1.6805 2.7029 2.1427
N 1.8215 2.0959 4.1359
N 1.7355 4.2065 -2.6422
N 4.4208 1.9537 1.2630
N 5.8299 3.0404 2.6260
N 5.0064 -0.9331 0.1852
N -0.7768 3.4797 0.5807
N 5.6596 2.8254 -2.7919
N -7.1371 1.6334 1.9893
N 1.0909 -4.5016 -3.7726
N -3.5865 1.2721 -2.4085
N -1.5603 -4.8365 2.1514
N 3.7672 -2.6168 5.8265
N 1.2205 -2.2998 -3.9852
N -3.4945 3.4852 -1.9049
N -1.2195 0.9871 -4.6551
N 3.0992 -0.2239 -0.7593
N -2.1999 -2.6584 -2.9489
N -3.5042 -2.8943 -4.6338
N 4.9141 -2.0406 4.1174
N -0.5606 2.1419 -2.8925
N -6.5500 -1.4349 0.0937
N 2.1121 -4.7043 0.1059
N -1.5696 4.4206 2.2966
N -4.7976 -2.5588 0.0868
N 4.5412 2.6944 -4.6992
N -6.6400 0.7988 3.8574
N 1.8778 -5.6158 2.0066
C 1.5406 1.6959 2.9172
C -3.2570 -2.2947 -3.5147
C 0.9923 5.0585 -1.9743
C -0.7590 2.1058 -4.2045
C 4.6959 2.2960 -3.4588
C 1.4451 -3.3596 -3.2504
C -3.8218 2.2464 -1.5534
C -1.6167 -3.9412 1.2103
C -6.1766 1.3627 2.8488
C 1.7138 -4.5676 1.3289
C -5.3403 -1.4911 0.4881
C 3.7355 -2.2010 4.5683
C 3.7460 -0.9377 0.1328
C -1.5490 3.3615 1.5706
C 5.4033 1.8418 2.1992
H 2.9045 -2.6673 6.3493
H -1.6709 -2.0074 -2.3864
H 2.2420 -5.6431 -0.2430
H 5.3947 -0.4141 -0.5893
H -1.7271 -3.4490 -3.3630
H -0.2040 2.9227 -2.3603
H -6.7634 2.0799 1.1641
H 1.3922 -1.4541 -3.4605
H 1.6262 4.0441 -3.6330
H 5.6524 2.7312 -1.7864
H 2.0302 2.3542 1.2617
H 1.3850 -5.6002 2.8880
H -3.8900 4.1950 -1.3051
H -4.4206 -2.6934 -5.0080
H -6.8938 -2.0408 -0.6375
H -1.5368 5.3712 1.9570
H -2.9221 3.7280 -2.7008
H -1.2181 -5.7384 1.8522
H 5.4977 3.8896 2.1917
H 2.1251 -0.0441 -0.5621
H 0.7244 -2.4325 -4.8549
H -3.3920 -3.8840 -4.8009
H -1.4375 0.2748 -3.9731
H -0.3981 2.6552 0.1370
H -7.6189 0.5571 3.7979
H 1.7525 3.6147 2.5713
H 2.3733 3.6632 -2.0781
H 5.5812 -1.2883 0.9360
H -1.6191 1.0525 -5.5804
H -6.1403 0.7125 4.7309
H -3.8323 -2.7487 0.3153
H 5.6479 -2.5207 4.6185
H -1.8972 4.3770 3.2510
H -1.6625 -4.4185 3.0652
H -0.0382 5.1569 -3.6939
H 2.0223 1.3994 4.8392
H -3.5803 1.5711 -3.3733
H 4.1662 1.1275 0.7408
H 2.2163 -3.9867 -0.5972
H -5.2358 -3.0764 -0.6617
H -8.1028 1.3801 2.1422
H -0.6217 1.2424 -2.4373
H 5.1326 3.3773 -5.1509
H -7.2454 -0.9213 0.6161
H 1.9108 3.0977 4.2276
H 4.6136 -2.6875 6.3731
H 6.3850 3.3256 -3.2855
H -1.1530 -5.3944 -0.1709
H 6.7617 3.0218 3.0152
H -4.0001 0.3865 -2.1541
H 3.8167 2.2207 -5.2195
H 5.0972 -1.7498 3.1676
H 0.6034 -4.4313 -4.6543
H 4.0447 2.8055 0.8718
H -0.6481 6.0474 -2.2983
H 1.1032 -5.3729 -3.2619
H 2.4876 -6.3459 1.6673
H -1.3700 -3.7663 -0.6280
H -0.4298 4.3459 0.1943
H 3.5909 0.1319 -1.5666
```

As for the orbital gap (alpha / beta): 0.28895 / 0.35036 Eh. The multiplicity is 11. The net charge is +2.

Results of the Mulliken charge analysis, in e, for atoms 1 through 8: 1.59 1.43 0.32 -1.32 -0.07 -0.31 -0.35 0.29